Entry 1:
Formula: C4H16NO2
Source: the OMol25 dataset
Level of theory: ωB97M-V/def2-TZVPD

The relative energy (zero: lowest compared OMol25 entry of this formula, charge and spin) is 41.1 kcal/mol. For the LUMO energy, the calculation gives -2.9 eV. The frontier orbital gap comes out at 12.125 eV.

ORCA input file:
```
! wB97M-V def2-TZVPD RIJCOSX def2/J DEFGRID3
* xyz 1 1
C 1.64 0.10 -1.68
C 1.19 -0.36 -0.24
N -0.02 0.39 0.12
C 0.09 1.89 0.37
C 0.91 -1.83 -0.29
H 1.49 1.18 -1.80
H 0.98 -0.40 -2.39
H 2.68 -0.22 -1.92
H 2.09 -0.14 0.33
H -0.78 0.17 -0.53
H -0.34 -0.07 1.02
H -0.33 2.03 1.36
H 1.13 2.24 0.45
H -0.42 2.45 -0.41
H 1.37 -2.41 -1.08
H -0.01 -2.43 -0.03
H 1.42 -2.47 0.55
H -3.58 1.54 0.06
H -3.53 2.69 -0.96
O -3.09 1.87 -0.74
H -0.52 -2.15 3.24
H -1.58 -2.30 2.17
O -0.81 -1.77 2.40
*
```

---

Entry 2:
Formula: C10H14N3
Source: the OMol25 dataset
Level of theory: ωB97M-V/def2-TZVPD

The relative energy (zero: lowest compared OMol25 entry of this formula, charge and spin) is 149.5 kcal/mol. For the LUMO energy (alpha / beta), the calculation gives -6.5 / -7.5 eV. The frontier orbital gap (alpha / beta) comes out at 7.487 / 5.967 eV.

ORCA input file:
```
! wB97M-V def2-TZVPD RIJCOSX def2/J DEFGRID3
* xyz 1 1
C -0.91 2.26 0.11
C 3.50 -0.25 2.36
C 2.81 -1.26 1.71
C 3.14 1.04 2.05
C 1.69 -1.05 0.91
C 2.03 1.27 1.19
C -1.65 -1.97 0.18
C -1.65 1.87 -2.09
C -1.65 -0.41 0.17
C -0.60 1.37 -1.00
N -1.29 2.66 1.12
N 1.46 0.21 0.67
N -0.73 0.08 -0.72
H 4.46 -0.49 2.89
H 3.25 -2.22 1.71
H 3.85 1.77 2.37
H 1.12 -1.71 0.19
H 1.80 2.20 0.80
H -1.31 -2.22 1.13
H -2.63 -2.30 -0.05
H -1.13 -2.36 -0.69
H -1.31 2.93 -2.29
H -2.62 1.80 -1.66
H -1.54 1.09 -2.89
H -2.67 0.01 -0.07
H -1.46 -0.25 1.25
H 0.45 1.59 -1.37
*
```

---

Entry 3:
Formula: C49H39Cl3IN7OPS2TeV
Source: the OMol25 dataset
Level of theory: ωB97M-V/def2-TZVPD

The relative energy (zero: lowest compared OMol25 entry of this formula, charge and spin) is 15.7 kcal/mol. For the LUMO energy (alpha / beta), the calculation gives 2.0 / 2.0 eV. The frontier orbital gap (alpha / beta) comes out at 4.710 / 4.917 eV.

ORCA input file:
```
! wB97M-V def2-TZVPD RIJCOSX def2/J DEFGRID3
* xyz -1 4
V 1.35 0.31 1.35
I -0.58 -1.19 2.66
C -2.06 -0.10 3.92
C -1.57 0.11 5.18
C -2.42 0.45 6.26
C -3.76 0.50 6.07
C -4.31 0.31 4.78
C -5.72 0.34 4.61
C -6.28 0.20 3.38
C -5.44 0.10 2.25
C -4.07 0.08 2.36
P -3.08 0.30 0.81
C -4.10 1.67 0.10
C -5.03 1.58 -0.93
C -5.69 2.72 -1.39
C -5.42 3.96 -0.83
C -4.50 4.06 0.19
C -3.83 2.93 0.65
C -3.58 -1.17 -0.17
C -3.44 -1.15 -1.56
C -3.66 -2.29 -2.31
C -4.00 -3.48 -1.69
C -4.11 -3.52 -0.31
C -3.91 -2.37 0.45
C -3.46 0.09 3.66
H -0.51 -0.04 5.36
H -1.99 0.62 7.24
H -4.44 0.70 6.90
H -6.33 0.49 5.49
H -7.35 0.21 3.25
H -5.89 0.09 1.27
H -5.28 0.62 -1.36
H -6.42 2.62 -2.19
H -5.93 4.84 -1.20
H -4.27 5.02 0.64
H -3.09 3.02 1.43
H -3.12 -0.24 -2.05
H -3.55 -2.25 -3.39
H -4.16 -4.38 -2.28
H -4.35 -4.45 0.19
H -3.99 -2.42 1.52
S 0.64 4.72 2.06
C -0.33 4.40 0.68
C -0.40 3.07 0.40
C 0.32 2.21 1.31
C 0.92 3.01 2.25
C 1.79 2.48 3.29
C 2.46 3.27 4.23
C 3.24 2.66 5.19
C 3.34 1.28 5.22
C 2.68 0.56 4.24
N 1.94 1.14 3.29
H -0.80 5.22 0.15
H -0.98 2.69 -0.44
H 2.36 4.35 4.19
H 3.77 3.27 5.92
H 3.93 0.76 5.96
H 2.74 -0.52 4.17
Te 2.03 -2.46 1.25
N 7.25 -0.15 2.58
C 5.96 -0.15 2.11
N 5.23 -1.23 2.32
N 5.57 0.96 1.51
C 4.33 1.03 1.09
N 3.25 1.17 0.68
H 7.71 -1.03 2.70
H 7.81 0.61 2.24
H 5.62 -2.04 2.77
H 4.26 -1.39 1.95
Cl 7.26 -0.84 -0.53
C 5.85 -0.85 -1.57
C 4.71 -1.53 -1.18
C 3.65 -1.58 -2.06
C 3.69 -0.95 -3.31
C 2.49 -1.12 -4.22
C 1.55 0.09 -4.23
N 0.84 0.09 -2.98
C -0.10 -0.87 -2.64
C -0.15 -0.89 -1.28
N 0.75 0.02 -0.78
C 1.32 0.59 -1.81
O 2.88 -1.47 -5.54
C 2.49 -2.79 -5.90
C 1.00 -2.99 -5.88
C 0.30 -3.65 -4.93
Cl 0.91 -4.42 -3.52
S -1.39 -3.65 -5.21
C -1.19 -2.74 -6.64
C 0.12 -2.45 -6.88
C 4.82 -0.22 -3.62
Cl 4.92 0.73 -5.08
C 5.92 -0.17 -2.77
H 4.64 -2.03 -0.22
H 2.75 -2.11 -1.74
H 1.91 -1.93 -3.78
H 0.85 -0.02 -5.06
H 2.09 1.03 -4.35
H -0.63 -1.44 -3.39
H -0.73 -1.52 -0.63
H 2.10 1.33 -1.75
H 2.97 -3.52 -5.25
H 2.86 -2.93 -6.92
H -2.04 -2.45 -7.24
H 0.47 -1.88 -7.72
H 6.80 0.40 -3.04
*
```

---

Entry 4:
Formula: C30H29F9MgN8O3PS4
Source: the OMol25 dataset
Level of theory: ωB97M-V/def2-TZVPD

For the LUMO energy, the calculation gives 2.2 eV. The frontier orbital gap comes out at 7.508 eV.

ORCA input file:
```
! wB97M-V def2-TZVPD RIJCOSX def2/J DEFGRID3
* xyz -1 1
Mg 0.44 1.20 1.00
C -4.17 0.40 1.06
C -3.23 -0.05 2.10
N -3.50 -0.21 3.36
N -2.34 -0.60 3.95
C -1.33 -0.65 3.06
S 0.26 -0.99 3.28
N -1.91 -0.32 1.86
N -1.17 -0.21 0.72
H -5.16 0.50 1.49
H -4.20 -0.32 0.24
H -3.85 1.38 0.67
H -2.30 -0.80 4.93
H -1.67 0.27 -0.02
H -0.88 -1.14 0.34
C 4.51 0.41 0.93
C 3.09 0.75 1.25
N 2.10 0.19 0.64
O 2.40 -0.76 -0.34
C 2.80 1.69 2.28
C 3.89 2.32 3.08
N 1.53 1.98 2.49
O 1.19 2.75 3.44
H 4.54 -0.37 0.17
H 5.03 0.06 1.81
H 5.02 1.29 0.55
H 1.59 -1.30 -0.44
H 4.45 1.60 3.68
H 3.44 3.05 3.76
H 4.59 2.84 2.43
F -2.70 4.10 -0.49
C -1.57 4.07 -1.21
F -1.35 5.32 -1.64
F -1.84 3.33 -2.28
C -0.40 3.47 -0.37
O -0.59 2.19 -0.17
C -0.37 4.23 1.00
F -0.99 5.41 0.99
F 0.88 4.47 1.41
F -0.99 3.48 1.91
C 0.93 3.73 -1.11
F 0.88 3.33 -2.38
F 1.31 5.01 -1.13
F 1.93 3.03 -0.53
N 2.05 0.45 -2.87
C 0.77 0.33 -3.26
N -0.26 0.39 -2.50
C -1.42 0.31 -3.20
C -2.71 0.37 -2.69
C -3.79 0.29 -3.54
C -3.62 0.15 -4.92
C -2.35 0.08 -5.46
C -1.27 0.16 -4.60
S 0.43 0.15 -5.01
H 2.25 0.16 -1.91
H 2.75 0.22 -3.55
H -2.85 0.51 -1.63
H -4.79 0.36 -3.15
H -4.48 0.08 -5.57
H -2.20 -0.04 -6.52
S -2.03 -4.73 0.75
P -0.45 -4.44 -0.37
S -0.05 -2.57 -0.94
C -0.55 -5.41 -1.92
C -0.77 -4.77 -3.13
C -0.87 -5.51 -4.29
C -0.77 -6.89 -4.24
C -0.56 -7.53 -3.03
C -0.46 -6.80 -1.86
C 1.09 -5.13 0.37
C 1.06 -5.74 1.61
C 2.23 -6.20 2.19
C 3.44 -6.05 1.52
C 3.47 -5.44 0.27
C 2.30 -4.98 -0.30
H -0.86 -3.70 -3.15
H -1.03 -5.01 -5.23
H -0.85 -7.47 -5.15
H -0.48 -8.61 -2.99
H -0.31 -7.28 -0.91
H 0.11 -5.84 2.12
H 2.20 -6.67 3.16
H 4.35 -6.42 1.96
H 4.41 -5.30 -0.24
H 2.31 -4.50 -1.27
*
```

---

Entry 5:
Formula: C4H8O2
Source: the OMol25 dataset
Level of theory: ωB97M-V/def2-TZVPD

The relative energy (zero: lowest compared OMol25 entry of this formula, charge and spin) is 80.2 kcal/mol. For the LUMO energy (alpha / beta), the calculation gives 0.5 / 0.5 eV. The frontier orbital gap (alpha / beta) comes out at 10.188 / 10.187 eV.

ORCA input file:
```
! wB97M-V def2-TZVPD RIJCOSX def2/J DEFGRID3
* xyz 0 1
O -1.86 0.51 -0.58
C -1.52 -0.65 0.11
C -0.05 -0.70 0.29
C 0.93 -0.23 -0.73
C 1.28 0.93 0.26
O 0.07 1.08 0.94
H -1.32 1.18 -0.11
H -1.93 -0.68 1.13
H -1.90 -1.53 -0.43
H 0.34 -1.45 1.00
H 1.79 -0.87 -0.93
H 0.42 0.11 -1.64
H 1.70 1.81 -0.23
H 2.02 0.51 0.96
*
```

---

Entry 6:
Formula: C4H9NO
Source: the OMol25 dataset
Level of theory: ωB97M-V/def2-TZVPD

The relative energy (zero: lowest compared OMol25 entry of this formula, charge and spin) is 75.4 kcal/mol. For the LUMO energy, the calculation gives 0.9 eV. The frontier orbital gap comes out at 9.579 eV.

ORCA input file:
```
! wB97M-V def2-TZVPD RIJCOSX def2/J DEFGRID3
* xyz 0 1
C 1.19 -0.25 1.59
N 0.59 0.05 0.34
C -0.56 0.93 0.12
C -0.42 0.38 -1.30
O -1.41 0.45 -2.28
C 0.02 -0.91 -0.61
H 0.50 -0.73 2.30
H 2.05 -0.91 1.41
H 1.57 0.68 2.02
H -0.41 2.01 0.29
H -1.46 0.58 0.65
H 0.66 0.74 -1.35
H -2.22 0.05 -1.90
H -0.81 -1.49 -0.16
H 0.72 -1.58 -1.12
*
```

---

Entry 7:
Formula: C24H28N2O3
Source: the OMol25 dataset
Level of theory: ωB97M-V/def2-TZVPD

The relative energy (zero: lowest compared OMol25 entry of this formula, charge and spin) is 108.9 kcal/mol. For the LUMO energy, the calculation gives 0.2 eV. The frontier orbital gap comes out at 7.356 eV.

ORCA input file:
```
! wB97M-V def2-TZVPD RIJCOSX def2/J DEFGRID3
* xyz 0 1
C -5.13 3.79 -1.29
O -5.10 2.52 -2.03
C -4.12 1.62 -1.79
C -3.05 1.88 -0.87
C -2.03 0.94 -0.75
C -2.10 -0.25 -1.50
C -0.89 -1.22 -1.57
C -0.78 -2.03 -0.29
C -1.48 -1.73 0.94
O -2.29 -0.85 1.26
C -1.00 -2.77 1.91
C -1.32 -2.95 3.28
C -0.63 -3.95 3.98
C 0.25 -4.82 3.32
C 0.49 -4.72 1.93
C -0.11 -3.63 1.27
C 0.04 -3.22 -0.16
O 0.77 -3.74 -1.05
N 0.36 -0.24 -1.75
C 1.29 -0.26 -0.57
C 2.69 -0.40 -1.14
C 2.59 -0.61 -2.64
C 1.28 -0.03 -3.01
C 0.81 -0.47 -4.42
N -0.41 0.12 -4.90
C -1.54 -0.75 -5.19
C -0.27 1.17 -5.92
C -3.13 -0.51 -2.39
C -4.14 0.42 -2.57
H -6.02 4.29 -1.69
H -5.23 3.58 -0.21
H -4.21 4.36 -1.49
H -3.11 2.73 -0.17
H -1.22 1.16 -0.05
H -0.86 -1.98 -2.41
H -2.03 -2.27 3.74
H -0.79 -4.03 5.06
H 0.79 -5.57 3.88
H 1.15 -5.38 1.38
H -0.09 0.78 -1.66
H 1.11 -1.13 0.06
H 1.04 0.60 0.03
H 3.18 -1.24 -0.65
H 3.22 0.51 -0.86
H 2.58 -1.65 -2.96
H 3.36 -0.10 -3.24
H 1.29 1.06 -3.05
H 0.81 -1.56 -4.48
H 1.64 -0.11 -5.02
H -1.64 -1.54 -4.41
H -2.42 -0.09 -5.18
H -1.48 -1.21 -6.20
H 0.57 1.83 -5.69
H -0.15 0.74 -6.93
H -1.22 1.73 -5.91
H -3.13 -1.45 -2.94
H -5.00 0.22 -3.20
*
```

---

Entry 8:
Formula: C7H16N2O2PS
Source: the OMol25 dataset
Level of theory: ωB97M-V/def2-TZVPD

The relative energy (zero: lowest compared OMol25 entry of this formula, charge and spin) is 5.3 kcal/mol. For the LUMO energy (alpha / beta), the calculation gives 3.3 / 3.3 eV. The frontier orbital gap (alpha / beta) comes out at 5.676 / 5.675 eV.

ORCA input file:
```
! wB97M-V def2-TZVPD RIJCOSX def2/J DEFGRID3
* xyz -1 1
C 3.64 -1.00 -1.35
N 2.48 -0.86 -2.23
C 1.74 0.22 -2.42
S 1.06 0.54 -3.84
P 0.88 1.08 -0.73
O 0.34 2.40 -1.28
O 2.31 1.28 0.10
C -0.20 0.22 0.35
N 0.31 -0.64 1.37
C -1.50 -0.16 -0.24
C -2.63 0.05 0.75
C -2.56 -1.08 1.81
C -2.58 1.45 1.44
H 4.48 -1.42 -2.00
H 4.12 -0.05 -1.05
H 3.52 -1.64 -0.52
H 2.55 -1.50 -2.97
H 2.15 2.10 0.67
H 0.32 -1.56 1.09
H 1.29 -0.39 1.44
H -1.61 -1.18 -0.59
H -1.73 0.54 -0.97
H -3.63 -0.17 0.22
H -1.49 -0.94 2.14
H -2.57 -1.99 1.36
H -3.25 -0.91 2.60
H -1.89 1.60 2.28
H -3.45 1.92 1.91
H -2.07 2.10 0.65
*
```

---

Entry 9:
Formula: C6H9N
Source: the OMol25 dataset
Level of theory: ωB97M-V/def2-TZVPD

The relative energy (zero: lowest compared OMol25 entry of this formula, charge and spin) is 86.5 kcal/mol. For the LUMO energy, the calculation gives 1.2 eV. The frontier orbital gap comes out at 10.157 eV.

ORCA input file:
```
! wB97M-V def2-TZVPD RIJCOSX def2/J DEFGRID3
* xyz 0 1
C 2.49 0.29 0.02
C 1.34 -0.54 -0.39
C 0.78 -1.68 -0.66
C -0.12 -0.50 -0.69
N -1.04 -0.26 0.41
C -2.40 0.09 0.04
C -1.47 1.12 0.55
H 2.68 1.07 -0.73
H 3.39 -0.30 0.16
H 2.25 0.80 0.97
H 0.85 -2.76 -0.77
H -0.47 -0.10 -1.65
H -3.19 -0.31 0.67
H -2.64 0.13 -1.03
H -1.09 1.85 -0.17
H -1.55 1.49 1.57
*
```

---

Entry 10:
Formula: C4H14O2
Source: the OMol25 dataset
Level of theory: ωB97M-V/def2-TZVPD

The relative energy (zero: lowest compared OMol25 entry of this formula, charge and spin) is 11.5 kcal/mol. For the LUMO energy, the calculation gives 0.4 eV. The frontier orbital gap comes out at 11.345 eV.

ORCA input file:
```
! wB97M-V def2-TZVPD RIJCOSX def2/J DEFGRID3
* xyz 0 1
C 0.92 0.72 -0.88
C 2.21 0.15 -0.30
C 3.30 1.25 -0.22
C 1.98 -0.52 1.07
H 0.25 -0.04 -1.28
H 0.34 1.25 -0.13
H 1.14 1.45 -1.66
H 2.58 -0.62 -0.98
H 4.07 0.94 0.47
H 2.86 2.15 0.21
H 3.65 1.51 -1.22
H 1.97 -1.61 1.01
H 2.74 -0.24 1.79
H 1.03 -0.21 1.50
O -7.15 -0.89 0.05
H -6.94 -1.73 -0.38
H -6.90 -1.03 0.97
O -2.37 -0.62 -0.12
H -2.49 -1.09 0.72
H -3.17 -0.80 -0.63
*
```

---

Entry 11:
Formula: C2HNO2S
Source: the OMol25 dataset
Level of theory: ωB97M-V/def2-TZVPD

The relative energy (zero: lowest compared OMol25 entry of this formula, charge and spin) is 65.9 kcal/mol. For the LUMO energy, the calculation gives -0.1 eV. The frontier orbital gap comes out at 10.057 eV.

ORCA input file:
```
! wB97M-V def2-TZVPD RIJCOSX def2/J DEFGRID3
* xyz 0 1
C -1.25 -1.84 0.26
C -0.77 0.64 0.11
N -1.18 -0.67 0.17
O -1.50 1.59 0.11
O 0.60 0.80 0.09
S 1.58 -0.58 0.02
H 2.51 0.06 -0.77
*
```

---

Entry 12:
Formula: C15H32BN2PS
Source: the OMol25 dataset
Level of theory: ωB97M-V/def2-TZVPD

For the LUMO energy, the calculation gives -0.6 eV. The frontier orbital gap comes out at 7.679 eV.

ORCA input file:
```
! wB97M-V def2-TZVPD RIJCOSX def2/J DEFGRID3
* xyz 0 1
C -5.26 -0.72 -0.65
C -4.65 -2.04 -1.33
C -4.32 -3.09 -0.17
C -2.84 -2.92 0.42
C -1.84 -3.69 -0.55
C -0.30 -3.60 -0.16
C 0.12 -2.26 0.59
B 0.02 -0.92 -0.30
P -0.23 -0.83 -2.19
S 0.95 0.62 -2.88
H -6.32 -0.95 -0.34
H -5.19 0.17 -1.35
H -4.68 -0.49 0.30
H -5.43 -2.41 -2.05
H -3.68 -1.72 -1.82
H -5.05 -2.85 0.68
H -4.52 -4.16 -0.51
H -2.59 -1.84 0.60
H -2.85 -3.48 1.41
H -2.13 -4.79 -0.49
H -1.97 -3.41 -1.64
H 0.32 -3.80 -1.08
H -0.08 -4.47 0.55
H -0.41 -2.12 1.58
H 1.23 -2.38 0.85
H 0.09 0.12 0.29
H -1.58 -0.35 -2.39
H -0.02 -2.06 -2.88
C 1.42 6.14 -1.58
C 2.62 5.29 -1.18
C 2.37 3.79 -1.31
C 1.24 3.39 -0.41
N 0.36 3.09 0.30
H 0.56 5.95 -0.93
H 1.66 7.20 -1.50
H 1.12 5.93 -2.61
H 2.90 5.54 -0.15
H 3.47 5.56 -1.81
H 3.26 3.23 -1.02
H 2.11 3.53 -2.34
C 2.07 0.44 3.02
C 3.10 -0.61 2.61
C 4.51 -0.05 2.46
C 4.53 1.01 1.41
N 4.54 1.83 0.58
H 1.98 1.22 2.26
H 1.09 -0.02 3.14
H 2.35 0.91 3.96
H 2.78 -1.07 1.66
H 3.11 -1.41 3.36
H 5.21 -0.84 2.18
H 4.85 0.39 3.41
*
```

---

Entry 13:
Formula: H4O2
Source: the OMol25 dataset
Level of theory: ωB97M-V/def2-TZVPD

The relative energy (zero: lowest compared OMol25 entry of this formula, charge and spin) is 6.0 kcal/mol. For the LUMO energy, the calculation gives 0.6 eV. The frontier orbital gap comes out at 11.770 eV.

ORCA input file:
```
! wB97M-V def2-TZVPD RIJCOSX def2/J DEFGRID3
* xyz 0 1
O 1.77 0.07 -0.04
H 1.85 -0.88 0.20
H 0.83 0.30 0.20
O -1.59 -0.07 -0.02
H -1.58 0.92 0.14
H -2.56 -0.34 -0.01
*
```

---

Entry 14:
Formula: C2Br2FN
Source: the OMol25 dataset
Level of theory: ωB97M-V/def2-TZVPD

The relative energy (zero: lowest compared OMol25 entry of this formula, charge and spin) is 74.0 kcal/mol. For the LUMO energy, the calculation gives -2.5 eV. The frontier orbital gap comes out at 7.975 eV.

ORCA input file:
```
! wB97M-V def2-TZVPD RIJCOSX def2/J DEFGRID3
* xyz 0 1
C 0.09 -0.17 -0.97
C -0.33 -0.04 1.45
N 0.04 -0.07 -2.11
F 0.92 0.40 1.68
Br -0.68 -1.82 1.84
Br -1.64 1.32 1.66
*
```